84
Properties=species:S:1:pos:R:3:lowdin_charge:R:1 method="wB97M-V/def2-TZVPD" molar_mass_g_mol=773.80 charge=-1 homo_lumo_gap_ev=6.62 relative_energy_kj_mol=0.0
Pt 0.1759 -0.1552 0.4103 1.08
O 0.0941 0.7140 3.0928 -0.10
C -0.8301 1.5626 3.1275 -0.45
C -1.8056 1.5716 4.1947 -0.05
C -2.7791 2.5251 4.3033 -0.12
C -2.8770 3.5866 3.3801 -0.14
C -1.9735 3.6202 2.3453 -0.10
C -1.0071 2.6184 2.1507 -0.18
C -0.1212 2.7740 1.0245 -0.11
N 0.3967 1.8386 0.3133 -0.18
N 1.3610 2.2602 -0.6214 0.06
C 2.2210 1.3012 -0.8195 -0.48
O 2.1841 0.1339 -0.2843 -0.19
C 3.3417 1.5824 -1.7660 -0.14
C 4.2067 0.5510 -2.1143 -0.02
C 5.2519 0.7815 -2.9974 -0.09
C 5.4409 2.0449 -3.5386 -0.11
C 4.5795 3.0784 -3.1909 -0.10
C 3.5354 2.8499 -2.3093 -0.04
H -1.7173 0.7765 4.9260 0.10
H -3.4801 2.4746 5.1311 0.09
H -3.6293 4.3560 3.4917 0.08
H -2.0174 4.4332 1.6244 0.10
H 0.1676 3.7810 0.7198 0.13
H 4.0420 -0.4265 -1.6816 0.11
H 5.9197 -0.0284 -3.2642 0.10
H 6.2567 2.2258 -4.2279 0.09
H 4.7247 4.0674 -3.6084 0.09
H 2.8560 3.6428 -2.0285 0.10
C -1.8446 0.9219 -2.3227 -0.11
C -2.7675 0.6879 -1.1283 -0.52
C -3.2451 2.0062 -0.5280 -0.10
P -1.9624 -0.4463 0.0843 0.93
C -3.1525 -0.5872 1.4743 -0.51
C -4.5288 -1.0800 1.0346 -0.10
C -2.5652 -1.4457 2.5938 -0.10
C -1.8741 -2.0040 -0.8483 -0.29
C -2.7609 -2.4572 -1.8175 -0.06
C -2.5129 -3.6163 -2.5420 -0.29
C -3.4640 -4.0971 -3.6058 -0.07
C -1.3292 -4.3054 -2.2704 -0.05
C -0.4428 -3.8833 -1.2999 -0.03
C -0.7071 -2.7289 -0.5495 -0.36
N 0.1297 -2.2503 0.4475 -0.10
C 0.5110 -3.1200 1.4822 -0.19
C -0.2158 -4.2857 1.8459 -0.19
C -1.5519 -4.7361 1.2869 -0.06
C 0.2868 -5.1365 2.8339 -0.04
C 1.4393 -4.8765 3.5448 -0.30
C 1.9372 -5.7936 4.6290 -0.07
C 2.0942 -3.6905 3.2411 -0.03
C 1.6648 -2.8222 2.2523 -0.19
C 2.4555 -1.5669 2.0376 -0.06
H -2.3801 1.4818 -3.0942 0.08
H -1.4998 -0.0183 -2.7553 0.07
H -0.9645 1.4971 -2.0294 0.06
H -3.6476 0.1352 -1.4749 0.09
H -2.4136 2.5720 -0.1132 0.05
H -3.9758 1.8641 0.2689 0.07
H -3.7112 2.6120 -1.3095 0.08
H -3.2282 0.4403 1.8486 0.09
H -4.4624 -2.0818 0.6029 0.07
H -4.9903 -0.4209 0.2958 0.06
H -5.1970 -1.1318 1.8974 0.08
H -2.4844 -2.4892 2.2918 0.06
H -3.2205 -1.3978 3.4671 0.08
H -1.5714 -1.1003 2.8828 0.06
H -3.6676 -1.9000 -2.0309 0.10
H -4.3612 -3.4776 -3.6346 0.07
H -3.7775 -5.1281 -3.4266 0.07
H -3.0071 -4.0638 -4.5980 0.07
H -1.0966 -5.1988 -2.8424 0.11
H 0.4648 -4.4388 -1.0975 0.12
H -2.1553 -3.9353 0.8743 0.05
H -2.1242 -5.2026 2.0912 0.08
H -1.4358 -5.4753 0.4901 0.08
H -0.2869 -6.0295 3.0684 0.11
H 1.3919 -6.7385 4.6233 0.06
H 1.8154 -5.3454 5.6185 0.07
H 2.9989 -6.0183 4.5038 0.07
H 2.9876 -3.4215 3.7972 0.11
H 3.3379 -1.5755 2.6796 0.08
H 1.8677 -0.6823 2.3011 0.05
H 2.7825 -1.4602 1.0064 0.06